{
  "formula": "C4H10NO4",
  "method": "the ωB97M-V functional and the def2-TZVPD basis",
  "e_tot_ev": -13990.35749,
  "charge": -1,
  "relative_energy_kcal_mol": 50.04,
  "symbols": ["C", "C", "C", "O", "N", "C", "O", "O", "H", "H", "H", "H", "H", "H", "H", "H", "H", "H", "O"],
  "xyz": [[-0.734537, -1.175243, 0.226424], [-1.129534, -0.560167, 1.684732], [-1.439311, 0.964390, 1.449334], [-2.349701, 1.161597, 0.376251], [0.262224, -0.612624, -0.540645], [1.549294, -0.248361, -0.117102], [1.596454, -0.518757, 1.228227], [2.528868, 0.066399, -0.829954], [-0.472849, -2.192543, 0.587798], [-1.697864, -1.239547, -0.378223], [-2.067337, -1.000564, 2.037898], [-0.456571, -0.863801, 2.548390], [-0.487265, 1.424121, 1.301011], [-2.084341, 1.215688, 2.413992], [0.950324, 0.468725, -3.016628], [2.593884, -0.554505, 1.443705], [-0.528795, 0.293611, -2.607488], [-1.910624, 0.688741, -0.332254], [0.080679, 0.811353, -3.233776]],
  "atomic_forces_ev_per_a": [[-1.0, -1.3, 3.1], [-0.5, 0.3, -1.0], [-2.0, -1.8, 3.3], [0.5, -0.1, 0.4], [3.5, 2.9, -2.0], [-4.1, -2.4, -2.2], [4.1, 0.3, 1.3], [-1.2, 0.0, 1.6], [-0.2, -0.4, -0.6], [1.0, -0.1, 0.8], [-0.3, -0.2, -0.6], [-0.1, 1.0, -1.4], [0.4, 1.1, 0.1], [1.8, 0.5, -1.8], [0.1, -0.1, 0.5], [-2.1, 0.3, -0.3], [1.8, 1.0, -0.9], [0.0, 0.0, -0.7], [-1.7, -0.8, 0.5]],
  "lowdin_charge": [-0.35, -0.19, -0.28, -0.10, -0.03, -0.64, -0.01, -0.06, 0.09, 0.10, 0.07, 0.10, 0.09, 0.13, 0.00, 0.14, 0.04, 0.04, -0.14]
}



{
  "formula": "C4H10NOS",
  "method": "the ωB97M-V functional and the def2-TZVPD basis",
  "e_tot_ev": -18683.66348,
  "charge": -1,
  "relative_energy_kcal_mol": 33.03,
  "symbols": ["C", "C", "S", "N", "H", "H", "H", "H", "H", "H", "C", "C", "O", "H", "H", "H", "H"],
  "xyz": [[-1.578798, -0.641419, 1.909978], [-0.250037, -0.030713, 2.350250], [0.448914, 1.106721, 1.113784], [-1.523077, -1.440827, 0.684229], [-2.291871, 0.160009, 1.731525], [-1.974459, -1.268345, 2.716785], [0.434986, -0.836132, 2.625239], [-0.441284, 0.549160, 3.258574], [-0.727227, -2.069644, 0.716189], [-1.357057, -0.792675, -0.076767], [1.219698, -0.757038, -3.315134], [1.089499, -0.127282, -2.149004], [0.320564, 0.958680, -1.993269], [1.862021, -1.623459, -3.382639], [0.709728, -0.438669, -4.213743], [1.624379, -0.445741, -1.262299], [0.244879, 1.137051, -1.016507]],
  "atomic_forces_ev_per_a": [[0.2, -0.3, 0.0], [-0.5, 0.3, -0.2], [0.3, 0.2, 0.1], [-0.4, 0.0, 0.1], [-0.1, 0.1, 0.0], [-0.1, -0.1, 0.1], [0.2, -0.1, -0.1], [0.0, -0.1, 0.1], [0.1, 0.1, 0.0], [0.3, -0.1, -0.1], [0.2, -0.2, -0.1], [-0.1, 0.2, -0.3], [0.0, 0.0, 0.1], [0.0, 0.0, 0.0], [-0.1, 0.1, 0.0], [-0.1, -0.1, 0.2], [0.0, -0.2, 0.1]],
  "lowdin_charge": [-0.42, -0.73, 0.30, -0.04, 0.09, 0.08, 0.03, 0.03, 0.05, 0.03, -0.04, -0.35, -0.08, 0.02, 0.03, 0.08, -0.08]
}



{
  "formula": "C4H10NOS",
  "method": "the ωB97M-V functional and the def2-TZVPD basis",
  "e_tot_ev": -18681.96175,
  "charge": -1,
  "relative_energy_kcal_mol": 72.28,
  "smiles": "C[C@@H](CS)NC[O-]",
  "symbols": ["C", "C", "C", "S", "N", "C", "O", "H", "H", "H", "H", "H", "H", "H", "H", "H", "H"],
  "xyz": [[1.421377, -0.233418, 1.468880], [0.503262, 0.039237, 0.216846], [-0.237293, -1.254179, -0.224033], [0.696237, -2.087463, -1.602128], [-0.339373, 1.179897, 0.497231], [-1.180918, 1.607390, -0.801752], [-2.386825, 2.018167, -0.530965], [2.235865, -0.955086, 1.546340], [0.665513, -0.167019, 2.267480], [1.985712, 0.692678, 1.662322], [1.141948, 0.386977, -0.653078], [-1.282610, -0.959923, -0.485373], [-0.319870, -1.955787, 0.614218], [-0.322402, -2.365379, -2.383621], [-1.121254, 0.910224, 1.109077], [-0.936572, 0.727217, -1.440835], [-0.522798, 2.416468, -1.260609]],
  "atomic_forces_ev_per_a": [[-0.6, 2.4, 0.0], [1.7, 0.0, -0.6], [-0.5, 0.3, 0.1], [0.0, 0.3, 0.8], [-1.1, -0.1, 0.0], [1.6, 1.1, 0.5], [-0.1, -0.8, -0.1], [-0.8, -0.9, -0.3], [0.6, -1.0, 0.3], [-0.2, 0.1, -0.3], [-0.5, -0.6, 0.8], [0.9, -0.5, -0.3], [0.2, 0.0, -0.1], [-0.6, -0.1, -0.4], [0.3, 0.1, 0.0], [-0.9, -0.2, -0.5], [0.0, -0.3, 0.2]],
  "lowdin_charge": [-0.09, -0.55, -0.51, 0.65, -0.06, -0.57, -0.30, 0.06, 0.07, 0.06, 0.12, 0.08, 0.05, -0.20, 0.08, 0.06, 0.08]
}



{
  "formula": "C4H10NOS",
  "method": "the ωB97M-V functional and the def2-TZVPD basis",
  "e_tot_ev": -18672.09201,
  "charge": 1,
  "relative_energy_kcal_mol": 115.63,
  "symbols": ["C", "C", "C", "C", "N", "O", "S", "H", "H", "H", "H", "H", "H", "H", "H", "H", "H"],
  "xyz": [[0.947735, 1.038830, -0.951221], [1.904516, -0.108506, 1.158583], [-2.426304, -0.912928, -0.006936], [1.382277, -0.199432, -0.234498], [-2.103937, 0.350043, -0.214483], [-2.644847, 1.264842, 0.558522], [1.499724, -1.743594, -0.960362], [0.018774, 1.389216, -0.428568], [1.681736, 1.756360, -0.704454], [0.961376, 1.038748, -2.051453], [1.203315, -0.427099, 1.897930], [2.225155, 0.893651, 1.385112], [2.776898, -0.669383, 1.570115], [-3.224833, -1.205307, 0.713720], [-1.951431, -1.665072, -0.532868], [1.209688, -1.707375, -2.342698], [-3.459843, 0.907010, 1.143552]],
  "atomic_forces_ev_per_a": [[-0.2, -0.8, 0.5], [1.0, 0.0, 0.7], [-1.1, 3.9, 1.1], [0.8, -1.0, -1.9], [0.3, -4.4, 0.0], [-3.1, 0.5, 2.3], [0.1, 0.5, 0.1], [0.4, -0.3, -0.8], [1.0, 1.1, 0.6], [-0.8, -0.6, 0.5], [-1.3, 0.1, 0.4], [-0.5, 0.7, -0.1], [-0.3, -0.4, -1.5], [0.6, 0.3, -0.4], [0.9, -1.1, -1.3], [-0.1, 0.9, 1.4], [2.4, 0.7, -1.7]],
  "lowdin_charge": [-0.06, -0.08, 0.00, -0.56, -0.14, -0.08, 1.01, 0.11, 0.09, 0.11, 0.10, 0.10, 0.13, 0.09, 0.02, -0.01, 0.18]
}



{
  "formula": "C4H10NOS",
  "method": "the ωB97M-V functional and the def2-TZVPD basis",
  "e_tot_ev": -18672.81761,
  "charge": 1,
  "relative_energy_kcal_mol": 98.90,
  "symbols": ["C", "C", "C", "C", "N", "O", "S", "H", "H", "H", "H", "H", "H", "H", "H", "H", "H"],
  "xyz": [[-0.526804, 2.105647, 0.469651], [2.867412, -0.563241, 0.141334], [-2.229443, -1.501478, -0.529661], [-1.069972, 0.878315, -0.122757], [1.457405, -0.496889, 0.098947], [0.819310, -1.399228, 0.601692], [-1.528401, -0.429951, 0.746608], [0.399729, 2.388326, -0.033515], [-1.220348, 2.934103, 0.290677], [-0.354749, 2.013182, 1.538983], [3.197161, -0.690916, -0.899248], [3.259420, -1.374546, 0.763153], [3.237104, 0.419788, 0.447365], [-3.038214, -0.978178, -1.033958], [-2.616969, -2.388956, -0.039747], [-1.457307, -1.782768, -1.239063], [-1.195332, 0.866798, -1.200456]],
  "atomic_forces_ev_per_a": [[0.1, 0.3, 0.3], [1.3, -0.5, 0.1], [0.0, 0.0, 0.0], [-0.3, -0.5, 0.3], [-2.4, -0.4, 0.3], [1.9, 0.4, -0.4], [-0.3, 1.1, -0.8], [0.0, -0.1, 0.0], [-0.1, -0.1, 0.0], [0.0, 0.1, 0.0], [-0.1, 0.0, 0.1], [-0.1, 0.1, -0.1], [-0.1, -0.1, 0.0], [0.0, 0.0, 0.1], [0.0, 0.0, 0.1], [0.1, 0.0, 0.0], [-0.1, -0.2, 0.0]],
  "lowdin_charge": [-0.12, -0.06, -0.28, -0.42, -0.08, -0.07, 1.12, 0.10, 0.11, 0.09, 0.12, 0.10, 0.10, 0.06, 0.06, 0.06, 0.11]
}



{
  "formula": "C4H10NOS2",
  "method": "the ωB97M-V functional and the def2-TZVPD basis",
  "e_tot_ev": -29517.62909,
  "charge": -1,
  "relative_energy_kcal_mol": 11.80,
  "symbols": ["S", "S", "C", "C", "C", "O", "N", "C", "H", "H", "H", "H", "H", "H", "H", "H", "H", "H"],
  "xyz": [[-2.224649, -1.537271, -3.213937], [-0.471964, -0.527672, -2.571717], [-0.743318, -0.807819, -0.704196], [0.011634, 0.273762, 0.032323], [1.451512, 0.233288, -0.494366], [1.287589, 0.429248, -1.845730], [-0.231949, 0.089235, 1.499319], [0.579521, 0.965043, 2.355498], [-3.238759, -0.629872, -3.148785], [-0.414247, -1.827980, -0.493630], [-1.824903, -0.769480, -0.739856], [-0.358851, 1.369587, -0.131458], [2.101179, 1.002154, -0.058804], [1.787002, -0.823760, -0.303562], [-0.022206, -0.860376, 1.801854], [0.343899, 0.623953, 3.354698], [1.632567, 0.780466, 2.202297], [0.335940, 2.017486, 2.460052]],
  "atomic_forces_ev_per_a": [[-1.2, -0.7, -0.3], [1.0, 0.6, 1.0], [-0.3, 0.7, -2.3], [-0.7, 1.6, 1.7], [-1.2, -0.8, -1.1], [0.6, 0.2, -0.2], [0.1, 0.6, -0.3], [-0.4, -1.3, 0.7], [0.4, -0.1, 0.1], [0.1, 0.2, 0.3], [-0.1, 0.1, 0.9], [0.3, -2.0, -0.3], [0.2, -0.2, 0.3], [0.5, 0.5, 0.4], [0.0, 0.1, -0.4], [0.2, -0.3, 0.6], [0.6, 0.5, -0.1], [-0.2, 0.3, -1.1]],
  "lowdin_charge": [0.13, 0.44, -0.43, -0.43, -0.42, -0.51, -0.11, -0.16, -0.25, 0.07, 0.02, 0.17, 0.09, 0.11, 0.09, 0.06, 0.06, 0.07]
}



Number 1: Kohn-Sham gap 0.26641 Ha. Number 2: Kohn-Sham gap 0.26443 Ha. Number 3: Kohn-Sham gap 0.21468 Ha. Number 4: Kohn-Sham gap 0.26980 Ha. Number 5: Kohn-Sham gap 0.31062 Ha. Number 6: Kohn-Sham gap 0.25078 Ha.